Entry 1:
{"formula": "H18O10V", "method": "ωB97M-V with the def2-TZVPD basis set", "s2": 0.852, "total_charge": 2, "lumo_energy_ev": [-9.32, -8.33], "homo_ev": [-16.15, -16.23], "spin_multiplicity": 2, "species": ["O", "V", "O", "H", "H", "O", "H", "H", "O", "H", "H", "O", "H", "H", "O", "H", "H", "O", "H", "H", "O", "H", "H", "O", "H", "H", "O", "H", "H"], "coordinates": [[4.751, 8.159, -7.079], [5.242, 7.234, -8.384], [2.957, 7.485, -8.796], [2.203, 7.417, -8.180], [2.689, 7.133, -9.657], [3.377, 9.505, -5.801], [3.986, 8.961, -6.390], [3.678, 9.120, -4.945], [6.775, 6.810, -10.048], [6.367, 6.636, -10.895], [7.671, 6.375, -9.927], [7.036, 8.700, -7.905], [7.815, 8.235, -7.650], [6.672, 9.190, -7.160], [6.502, 9.979, -5.697], [6.492, 9.091, -5.339], [7.330, 10.327, -5.339], [4.994, 8.717, -10.022], [5.710, 9.270, -10.359], [4.238, 9.382, -10.181], [3.600, 5.921, -6.536], [3.904, 5.068, -6.192], [3.492, 6.539, -5.813], [6.388, 6.077, -7.105], [6.509, 6.359, -6.199], [6.426, 5.109, -7.109], [4.625, 5.233, -9.071], [5.180, 4.506, -9.285], [3.739, 4.859, -8.972]]}

Entry 2:
{"formula": "H18O9", "method": "ωB97M-V with the def2-TZVPD basis set", "smiles": "O.O.O.O.O.O.O.O.O", "lumo_energy_ev": -0.16, "homo_ev": -9.72, "species": ["O", "H", "H", "O", "H", "H", "O", "H", "H", "O", "H", "H", "O", "H", "H", "O", "H", "H", "O", "H", "H", "O", "H", "H", "O", "H", "H"], "coordinates": [[-0.153, 0.427, 0.519], [-1.115, 0.375, 0.534], [0.063, 0.992, 1.270], [-2.257, 1.777, -0.937], [-3.127, 1.397, -0.766], [-2.387, 2.314, -1.727], [0.677, -1.613, 0.688], [-0.143, -2.117, 0.634], [0.770, -1.418, 1.628], [-3.567, -3.012, -1.042], [-2.863, -3.588, -1.361], [-4.127, -3.596, -0.517], [3.214, 1.435, 1.545], [2.766, 0.584, 1.482], [3.403, 1.669, 0.629], [4.445, -1.428, -1.546], [3.754, -0.791, -1.332], [4.619, -1.876, -0.710], [-1.378, 4.010, -0.799], [-0.513, 3.584, -0.803], [-1.977, 3.323, -0.488], [-2.677, -0.813, 1.929], [-3.058, -0.605, 1.068], [-2.035, -1.506, 1.741], [1.946, -0.415, -0.333], [1.430, -0.520, -1.140], [2.545, -1.169, -0.337]]}

Entry 3:
{"formula": "H18O9", "method": "ωB97M-V with the def2-TZVPD basis set", "smiles": "O.O.O.O.O.O.O.O.O", "lumo_energy_ev": -0.15, "homo_ev": -9.97, "species": ["O", "H", "H", "O", "H", "H", "O", "H", "H", "O", "H", "H", "O", "H", "H", "O", "H", "H", "O", "H", "H", "O", "H", "H", "O", "H", "H"], "coordinates": [[2.576, -0.691, 0.335], [3.486, -0.756, 0.031], [2.628, -0.303, 1.223], [-1.405, 2.094, 2.043], [-1.078, 1.659, 1.240], [-1.234, 3.031, 1.916], [1.992, -0.350, 3.106], [2.256, -0.412, 4.028], [1.214, 0.221, 3.107], [-0.316, 0.221, 0.120], [-0.268, 0.365, -0.839], [0.482, -0.271, 0.346], [-2.793, -1.174, -3.603], [-2.112, -0.581, -3.237], [-3.355, -0.605, -4.136], [-0.593, 3.160, -1.533], [0.134, 3.170, -0.901], [-0.700, 4.072, -1.821], [-1.035, -2.518, 1.184], [-1.023, -2.332, 2.129], [-1.475, -1.760, 0.781], [-0.831, 0.631, -2.681], [-0.882, 1.560, -2.382], [-0.179, 0.633, -3.390], [1.720, -3.358, 0.906], [0.772, -3.273, 1.086], [2.018, -2.436, 0.944]]}

Entry 4:
{"formula": "H18O9", "method": "ωB97M-V with the def2-TZVPD basis set", "lumo_energy_ev": -0.69, "homo_ev": -8.88, "species": ["O", "H", "H", "O", "H", "H", "O", "H", "H", "O", "H", "H", "O", "H", "H", "O", "H", "H", "O", "H", "H", "O", "H", "H", "O", "H", "H"], "coordinates": [[0.579, -0.134, 2.421], [0.618, 0.800, 2.624], [0.460, -0.169, 1.472], [-0.816, 1.276, -1.398], [-1.623, 1.525, -0.947], [-0.115, 1.587, -0.827], [-1.981, -2.195, -0.324], [-1.931, -2.317, -1.272], [-1.524, -1.370, -0.164], [2.140, -0.159, 0.411], [1.894, -0.558, 1.245], [3.085, -0.026, 0.478], [-0.300, -0.451, 0.441], [-0.112, 0.346, -0.055], [0.281, -1.111, 0.064], [-2.125, -0.070, 1.087], [-2.490, 0.577, 0.483], [-1.194, -0.104, 0.867], [0.463, -0.271, -1.994], [0.452, -0.029, -2.920], [-0.093, 0.381, -1.568], [0.085, 1.816, 0.406], [0.857, 2.365, 0.270], [-0.154, 1.961, 1.321], [1.053, -1.582, -0.621], [1.670, -1.046, -0.123], [0.823, -1.043, -1.378]]}

Entry 5:
{"formula": "H18O9", "method": "ωB97M-V with the def2-TZVPD basis set", "smiles": "O.O.O.O.O.O.O.O.O", "lumo_energy_ev": 0.05, "homo_ev": -11.18, "species": ["O", "H", "H", "O", "H", "H", "O", "H", "H", "O", "H", "H", "O", "H", "H", "O", "H", "H", "O", "H", "H", "O", "H", "H", "O", "H", "H"], "coordinates": [[-0.754, 1.980, -1.252], [-1.469, 2.520, -1.545], [-0.047, 2.322, -1.776], [-2.341, 0.676, -3.567], [-2.048, 0.387, -2.703], [-3.170, 0.222, -3.670], [0.767, -3.626, 1.397], [1.358, -3.020, 1.817], [0.174, -3.104, 0.860], [-1.716, 0.523, 2.072], [-1.216, 0.152, 1.374], [-2.656, 0.634, 1.825], [-2.762, -1.111, -1.065], [-1.898, -1.224, -0.787], [-2.966, -1.817, -1.668], [0.912, 2.458, 0.839], [0.495, 2.757, 1.655], [0.228, 2.185, 0.243], [-0.042, -0.596, -0.224], [-0.285, 0.215, -0.703], [0.893, -0.543, -0.012], [2.654, 0.373, 0.031], [3.457, 0.829, -0.034], [2.122, 1.147, 0.165], [3.304, -1.192, 2.499], [3.323, -1.110, 1.560], [3.682, -2.039, 2.669]]}

Entry 6:
{"formula": "H18O9", "method": "ωB97M-V with the def2-TZVPD basis set", "smiles": "O.O.O.O.O.O.O.O.O", "lumo_energy_ev": 0.24, "homo_ev": -10.73, "species": ["O", "H", "H", "O", "H", "H", "O", "H", "H", "O", "H", "H", "O", "H", "H", "O", "H", "H", "O", "H", "H", "O", "H", "H", "O", "H", "H"], "coordinates": [[1.515, 2.346, -0.704], [1.930, 2.996, -1.215], [1.405, 1.696, -1.398], [0.481, -3.429, -0.343], [0.939, -3.224, 0.467], [0.133, -4.314, -0.137], [-2.602, 0.553, 1.892], [-2.432, -0.282, 1.400], [-2.844, 1.183, 1.255], [2.340, -0.089, 1.605], [1.513, 0.225, 1.998], [2.792, 0.727, 1.389], [-0.407, -0.759, -0.159], [-0.070, -1.655, -0.218], [0.197, -0.346, 0.403], [-1.444, -2.558, -2.295], [-1.978, -2.015, -1.740], [-1.163, -3.330, -1.882], [0.814, 0.284, -2.424], [0.060, -0.128, -1.925], [1.199, -0.260, -3.092], [-0.991, 2.647, 0.148], [-1.016, 3.552, -0.175], [-0.138, 2.352, -0.179], [0.102, 0.993, 2.539], [0.507, 1.893, 2.482], [-0.837, 0.948, 2.307]]}

Entry 7:
{"formula": "H18O9", "method": "ωB97M-V with the def2-TZVPD basis set", "smiles": "O.O.O.O.O.O.O.O.O", "lumo_energy_ev": 0.09, "homo_ev": -10.19, "species": ["O", "H", "H", "O", "H", "H", "O", "H", "H", "O", "H", "H", "O", "H", "H", "O", "H", "H", "O", "H", "H", "O", "H", "H", "O", "H", "H"], "coordinates": [[0.505, -2.745, 0.154], [-0.166, -2.111, 0.700], [0.123, -3.475, 0.537], [-1.135, 3.350, 1.481], [-0.415, 3.817, 1.429], [-0.824, 2.552, 1.111], [0.685, -0.620, 2.776], [0.406, -1.343, 3.314], [0.649, 0.095, 3.319], [2.315, 1.953, -0.192], [1.429, 1.852, 0.158], [2.467, 2.922, -0.394], [-1.728, -0.690, -1.420], [-1.092, -0.874, -2.237], [-2.370, -0.296, -2.037], [-2.193, -1.467, 1.222], [-2.431, -1.304, 0.303], [-2.456, -0.702, 1.853], [-0.257, 0.839, 0.416], [-0.073, 0.328, 1.248], [-0.584, 0.170, -0.240], [0.916, -1.991, -2.556], [1.061, -0.999, -2.303], [0.546, -2.322, -1.791], [1.488, 0.602, -2.380], [1.819, 1.084, -1.564], [1.312, 1.387, -2.915]]}

Entry 8:
{"formula": "H18O9", "method": "ωB97M-V with the def2-TZVPD basis set", "smiles": "O.O.O.O.O.O.O.O.O", "lumo_energy_ev": -0.24, "homo_ev": -10.26, "species": ["O", "H", "H", "O", "H", "H", "O", "H", "H", "O", "H", "H", "O", "H", "H", "O", "H", "H", "O", "H", "H", "O", "H", "H", "O", "H", "H"], "coordinates": [[-0.173, -1.790, 3.382], [-0.206, -1.486, 4.289], [-0.902, -1.343, 2.953], [-2.855, -0.246, -1.353], [-2.400, -1.088, -1.306], [-2.442, 0.288, -0.675], [1.066, 3.255, 1.791], [0.995, 3.621, 2.672], [0.509, 2.477, 1.808], [-1.685, 1.242, 0.863], [-2.226, 0.745, 1.476], [-2.153, 2.069, 0.746], [0.384, 0.050, -2.848], [-0.474, 0.374, -3.123], [0.555, -0.696, -3.423], [1.729, 2.479, -1.880], [2.575, 2.510, -2.327], [1.374, 1.617, -2.097], [0.969, -0.300, 0.040], [0.221, 0.003, 0.555], [0.585, -0.624, -0.774], [-1.446, -2.483, -1.560], [-1.245, -3.235, -1.004], [-1.370, -2.818, -2.454], [3.229, -1.391, 1.367], [2.403, -1.066, 1.010], [2.984, -2.166, 1.872]]}